# 1
72
Properties=species:S:1:pos:R:3 method="wB97M-V/def2-TZVPD" mol_weight_da=890.640 e_above_lowest_ev=0.187 total_energy_ha=-8990.951421 e_lumo_ha=0.003 homo_ha=-0.379 smiles=ClCCCl.ClCCCl.ClCCCl.ClCCCl.ClCCCl.ClCCCl.ClCCCl.ClCCCl.ClCCCl charge=0
H 2.02133 -0.02545 4.80214
H 5.45087 5.24787 1.76245
Cl 0.72719 -5.43788 4.29071
C 1.12409 0.47455 4.44234
Cl 3.94263 -1.29954 -2.67772
H 3.37865 -3.97847 -2.36516
H -2.80315 0.03399 1.24015
H -0.66977 5.29102 -2.19660
Cl -2.93570 0.18691 -3.11075
H -3.92775 0.08717 -5.24379
Cl -4.72436 0.84927 3.53014
H 2.13680 0.35610 -1.37877
H 1.27758 1.80934 -0.82641
H 5.00549 -2.47527 -0.90651
H -4.24010 2.72059 -3.74750
H 1.42786 2.40797 5.33287
H -1.48867 5.26283 -0.66551
C 0.00391 0.13822 -0.96167
Cl -2.69382 4.80968 -4.13057
C 4.47892 4.77087 1.85370
H -2.97585 6.25574 -2.32972
H 0.86193 0.08025 3.46481
H 3.57603 5.98790 0.31366
Cl -0.23399 0.11193 5.53391
Cl -1.22657 3.09270 -1.59642
H 2.10458 -3.30431 -1.39054
H 0.15526 -4.24854 -1.86915
H 4.25158 4.50606 -0.28674
H 0.35408 -5.96355 -1.53265
H 1.20914 -5.51417 2.02322
H -2.04528 -4.72885 -2.96432
H -1.54001 -0.56739 2.32164
Cl 0.75018 -5.37815 -3.81217
Cl -0.09856 -1.61486 -0.66684
C -1.56115 -5.45958 -2.32040
C 0.04116 -3.74542 2.24232
H -2.56813 0.27348 4.27356
C 3.71470 4.93560 0.55826
H -0.36584 0.31554 -1.97112
Cl 1.91192 0.44785 0.96417
Cl -1.30071 -4.64167 1.47558
H 3.90739 5.17592 2.68256
H -4.87609 2.37427 -5.33770
C 1.12526 -4.68325 2.71829
C -0.07035 -5.24713 -2.23475
H -0.38359 -3.17000 3.06151
H 2.07956 -4.17044 2.79517
C -4.59671 1.91656 -4.38863
C 3.97687 -2.26733 -1.18761
C 1.37918 1.94649 4.34842
H 3.53883 -1.67127 -0.38622
C -1.51345 4.84460 -1.67091
Cl 4.83746 3.06910 2.19591
H -1.98700 -5.34931 -1.32411
H -2.54695 1.58370 3.11595
Cl -6.05816 1.19718 -3.68734
C -2.96614 0.60114 3.31845
C -2.79667 5.18325 -2.38047
H -3.65627 4.67118 -1.95637
H 0.46273 -3.08437 1.48868
Cl 3.50955 -4.73054 -0.13106
C 3.16717 -3.53411 -1.39461
Cl -3.43745 -1.92289 2.41482
Cl -1.96343 -7.10329 -2.87478
Cl 0.09385 2.81204 3.44959
C -3.52922 0.89350 -4.63202
Cl 2.13856 4.11015 0.60924
H 2.31708 2.16870 3.83912
H -0.74369 0.61068 -0.32263
C -2.61116 -0.37065 2.23133
C 1.36686 0.73032 -0.71258
H -2.67048 1.34545 -5.12187

=====

# 2
14
Properties=species:S:1:pos:R:3 method="wB97M-V/def2-TZVPD" mol_weight_da=80.130 e_above_lowest_ev=5.253 total_energy_ha=-233.193956 e_lumo_ha=0.023 homo_ha=-0.290 charge=0
H 1.19340 -1.63498 1.04853
H -1.42491 0.91558 -0.92370
C 1.14257 0.68147 -0.53876
H 0.01772 1.22470 1.28980
H -3.06846 -0.30658 -2.53672
C -1.30871 -0.28277 -1.37298
H 1.57975 -0.48253 2.33913
C -0.25902 0.17702 -0.59290
C 0.79849 -0.80063 1.63608
C -2.18675 -0.75962 -2.11694
H 1.30402 1.72610 -0.79071
H 1.98500 0.03688 -0.81471
C 0.37580 0.35236 0.74237
H -0.04762 -1.17367 2.22180

=====

> What is the charge in the second record?

0